Entry 1:
DFT (ωB97M-V with the def2-TZVPD basis set) results for a cluster of 26 separate species, C4H60Br2O26P2 in total.

The geometry in XYZ format:
```
94
Properties=species:S:1:pos:R:3:forces:R:3:lowdin_charge:R:1
C 2.834 1.923 0.912 0.545 0.554 1.262 -0.144
C 1.363 1.502 1.501 0.157 0.307 -1.537 -0.721
Br 1.492 0.674 3.360 0.297 0.732 -1.124 0.611
C 0.521 0.439 0.580 -0.553 0.529 -0.037 -0.881
Br 1.537 -1.299 0.261 -0.342 1.442 0.279 0.619
P -1.069 -0.011 1.611 0.888 0.383 1.677 0.587
P -2.859 0.684 0.539 -1.445 0.337 -2.364 0.635
C -2.826 2.614 0.615 1.006 1.012 0.870 -0.342
O -4.225 0.187 1.499 2.022 0.194 1.655 -0.451
H 3.702 1.286 1.425 -2.066 1.137 -1.289 0.094
H 2.939 1.875 -0.252 -0.502 0.094 2.456 0.060
H 3.028 3.042 1.275 -0.486 -2.414 -0.923 0.080
H 0.712 2.468 1.615 1.087 -2.000 -0.095 0.106
H 0.226 0.860 -0.478 0.851 -0.586 2.115 0.081
H -1.078 -1.463 1.753 -0.247 1.013 -0.945 -0.062
H -2.844 3.013 1.725 0.005 -0.710 -2.197 0.067
H -1.822 3.019 0.116 -2.083 -1.105 0.943 0.067
H -3.736 3.064 0.030 1.921 -1.136 1.076 0.056
H -3.979 0.049 2.469 -0.513 0.397 -1.522 0.081
O -5.502 2.881 1.286 -0.644 -0.222 0.374 -0.094
H -6.318 2.759 1.794 0.231 0.142 -0.201 0.048
H -5.056 2.023 1.351 -0.229 0.060 0.074 -0.033
O 0.076 -0.703 -2.753 0.309 0.076 -0.307 -0.081
H -0.130 -1.604 -3.047 -0.249 0.307 0.236 0.059
H 0.299 -0.809 -1.816 -0.077 -0.276 -0.219 -0.082
O 4.198 1.617 -1.945 0.153 -0.507 0.001 -0.063
H 3.582 0.869 -1.965 0.150 0.161 -0.115 0.040
H 5.066 1.202 -1.835 -0.258 0.200 -0.011 0.063
O -6.535 -1.779 0.386 -0.463 0.316 0.027 -0.053
H -7.273 -1.207 0.644 0.304 -0.103 0.082 0.047
H -5.747 -1.265 0.619 0.041 -0.039 -0.082 0.016
O -1.441 -2.462 -0.845 -0.341 -0.396 0.190 -0.108
H -1.725 -3.387 -0.886 0.113 0.280 -0.042 0.054
H -2.152 -2.020 -0.356 0.145 0.021 -0.340 -0.010
O 4.302 1.123 5.474 -0.175 -0.122 0.087 -0.070
H 3.964 0.897 6.354 0.309 -0.001 -0.143 0.060
H 3.517 1.096 4.907 0.195 0.068 -0.071 -0.062
O -8.540 -0.718 -2.203 0.152 0.132 0.430 -0.050
H -8.685 0.198 -1.921 -0.030 -0.313 -0.212 0.049
H -7.893 -1.059 -1.568 0.102 0.101 -0.206 0.009
O 2.638 -0.217 -4.918 0.040 -0.315 0.141 -0.047
H 1.822 -0.339 -4.410 -0.046 0.136 0.195 0.032
H 3.085 -1.074 -4.853 -0.113 0.287 -0.129 0.068
O 3.435 5.450 1.321 0.378 0.316 -0.022 -0.071
H 3.467 6.372 1.618 -0.078 -0.329 -0.081 0.041
H 4.244 5.344 0.797 -0.309 -0.002 0.103 0.042
O 7.353 1.959 4.970 -0.246 0.194 -0.025 -0.059
H 6.470 1.605 4.784 0.036 0.238 0.057 -0.003
H 7.223 2.919 4.977 0.059 -0.351 0.050 0.053
O 2.228 3.860 -3.099 0.137 0.099 -0.234 -0.078
H 2.250 4.389 -3.910 -0.001 -0.250 0.294 0.038
H 3.068 3.377 -3.111 -0.041 0.014 -0.054 -0.014
O -2.272 1.477 -2.879 0.348 0.424 -0.235 -0.076
H -2.250 2.006 -3.691 0.023 -0.127 0.218 0.068
H -1.432 0.995 -2.892 -0.162 -0.272 -0.018 0.022
O -8.152 -3.968 -2.942 0.426 0.119 0.053 -0.056
H -8.297 -3.052 -2.659 -0.230 -0.203 -0.079 0.025
H -7.505 -4.309 -2.307 -0.281 0.147 -0.069 0.062
O 6.699 -0.983 4.364 0.201 0.327 -0.024 -0.053
H 5.961 -0.411 4.623 0.007 -0.316 0.070 0.006
H 7.486 -0.470 4.597 -0.305 -0.032 -0.007 0.012
O -8.901 -3.811 0.031 -0.028 0.486 0.201 -0.054
H -9.639 -3.239 0.290 0.127 -0.277 -0.159 0.052
H -8.114 -3.297 0.264 -0.004 -0.233 -0.002 0.001
O -4.756 0.245 -3.215 -0.572 0.408 0.198 -0.080
H -5.494 0.818 -2.957 0.218 -0.284 -0.119 0.027
H -3.968 0.759 -2.982 0.237 -0.199 0.010 -0.029
O 4.477 2.383 -4.841 0.240 -0.264 -0.141 -0.068
H 3.861 1.635 -4.861 -0.004 0.064 0.030 0.001
H 5.345 1.968 -4.732 -0.346 0.237 -0.020 0.041
O -6.152 -2.127 -4.721 -0.508 -0.019 0.015 -0.070
H -6.663 -1.308 -4.804 0.325 -0.229 0.100 0.031
H -6.802 -2.780 -4.419 0.150 0.068 -0.107 -0.001
O -7.907 -6.628 -4.293 0.280 0.048 0.382 -0.066
H -8.051 -5.712 -4.010 -0.069 -0.100 -0.140 -0.010
H -7.260 -6.969 -3.657 -0.259 0.054 -0.299 0.035
O 9.885 -2.261 3.998 -0.336 0.379 0.250 -0.060
H 10.172 -1.336 3.965 0.108 -0.024 -0.278 -0.011
H 8.926 -2.212 3.868 0.167 -0.187 -0.055 0.032
O 0.593 0.645 -6.962 0.322 -0.053 -0.279 -0.071
H 0.919 0.705 -7.873 -0.197 0.005 0.334 0.039
H 1.370 0.372 -6.452 -0.068 0.050 -0.073 -0.012
O -11.407 -4.499 -2.469 0.281 -0.049 -0.115 -0.073
H -11.081 -4.439 -3.380 -0.069 -0.038 0.362 0.034
H -10.630 -4.772 -1.960 -0.123 0.129 -0.204 0.014
O 10.913 0.491 3.501 0.404 0.339 -0.102 -0.051
H 10.945 1.413 3.798 -0.167 -0.345 0.001 0.056
H 11.721 0.386 2.977 -0.282 -0.074 0.143 0.058
O 6.405 0.359 7.924 0.053 0.148 -0.227 -0.070
H 6.427 0.888 7.113 0.167 -0.132 0.249 -0.002
H 7.246 -0.123 7.911 -0.142 0.002 -0.164 0.011
O 9.025 -1.282 6.913 0.333 0.148 0.129 -0.052
H 9.351 -1.221 6.002 -0.057 -0.293 0.220 0.006
H 9.802 -1.555 7.422 -0.305 0.069 -0.195 0.052
```
Positions in Å, forces in eV/Å.

Calculated values
Energy, eV: -217017.871
Maximum force, Eh/bohr: 0.054


Entry 2:
DFT (ωB97M-V with the def2-TZVPD basis set) results for the molecule C5H8O.

The geometry in XYZ format:
```
14
Properties=species:S:1:pos:R:3:forces:R:3:nbo_charge:R:1
C -0.901 1.104 -1.063 -0.044 0.077 0.020 -0.629
C 0.015 0.040 -0.505 0.045 -0.003 0.177 -0.015
C 0.281 -1.165 -1.374 0.044 -0.070 -0.020 -0.630
O 0.125 -0.552 2.912 -0.136 0.048 0.236 -0.705
C 0.502 0.123 0.707 -0.079 -0.015 0.001 -0.015
C 0.880 0.113 1.958 0.160 0.076 -0.443 0.032
H -1.001 1.943 -0.371 0.030 -0.104 -0.084 0.223
H -0.532 1.487 -2.023 -0.045 -0.115 0.139 0.214
H -1.900 0.683 -1.232 0.168 0.042 -0.040 0.216
H 0.957 -1.864 -0.879 -0.073 0.095 -0.074 0.226
H 0.717 -0.875 -2.338 -0.094 -0.011 0.135 0.213
H -0.663 -1.688 -1.576 0.139 0.108 -0.024 0.216
H -0.296 0.105 3.477 0.048 -0.072 0.072 0.474
H 1.818 0.548 2.307 -0.164 -0.056 -0.096 0.178
```
Positions in Å, forces in eV/Å.

Calculated values
ΔE to the lowest compared entry with this formula, charge and spin, kJ/mol: 193.3
Maximum force, Eh/bohr: 0.009
SMILES string: CC(C)=C=CO


Among the records above, which one has the highest maximum force? C4H60Br2O26P2


Among the records above, which one has the highest maximum force? C4H60Br2O26P2


Among the records above, which one has the highest maximum force? C4H60Br2O26P2